No. 1
C20H20ClN3O3S in the gas phase at a distorted geometry, computed with the ωB97M-V functional and the def2-TZVPD basis.

Geometry as XYZ:
```
48
Properties=species:S:1:pos:R:3:forces:R:3:mulliken_charge:R:1
O -3.057 -0.476 1.466 -0.14 -0.02 0.07 -0.587
C -3.603 -0.424 0.386 0.14 -0.04 0.05 0.279
N -3.168 -1.132 -0.716 0.03 0.37 -0.17 -0.118
C -2.169 -2.106 -0.714 0.19 -0.33 -0.04 0.113
N -1.008 -1.847 -0.117 -0.48 0.06 -0.04 0.283
C -0.550 -0.526 0.265 0.28 0.53 0.26 -0.977
H -0.750 -0.343 1.325 0.01 0.02 -0.16 0.224
C 0.941 -0.408 -0.023 -0.10 0.23 -0.05 -0.866
N 1.711 -1.326 0.803 0.06 -0.02 -0.02 0.200
C 0.956 -2.527 1.123 -0.26 -0.05 0.03 -1.050
C -0.037 -2.914 0.031 0.42 -0.38 0.17 -0.937
H -0.566 -3.835 0.293 0.09 0.11 -0.07 0.698
H 0.479 -3.089 -0.922 -0.09 -0.06 0.05 0.340
H 1.643 -3.355 1.300 -0.04 0.02 0.01 0.490
H 0.401 -2.347 2.051 0.02 -0.18 -0.02 0.287
C 3.028 -1.567 0.240 -0.02 -0.03 0.14 -0.935
C 3.837 -0.296 0.227 0.05 0.04 0.02 0.320
C 3.932 0.460 1.386 -0.02 -0.12 -0.10 -0.351
C 4.664 1.642 1.438 0.23 0.23 -0.18 -1.042
C 5.302 2.032 0.286 -0.11 -0.42 -0.47 1.055
C 5.214 1.277 -0.884 0.00 0.28 0.57 0.843
C 4.486 0.114 -0.940 0.18 0.20 -0.06 -1.187
H 4.427 -0.456 -1.853 -0.04 -0.10 -0.14 0.399
O 5.935 1.888 -1.876 -0.27 -0.42 -0.02 -0.500
C 6.486 3.050 -1.293 0.74 0.84 -0.59 -0.249
O 6.082 3.136 0.056 -0.23 -0.12 0.42 -0.484
H 6.135 3.939 -1.841 0.00 -0.23 0.15 0.244
H 7.586 3.003 -1.347 -0.26 -0.06 0.06 0.244
H 4.733 2.228 2.339 0.01 0.08 0.14 0.428
H 3.410 0.118 2.265 -0.09 -0.03 0.11 0.424
H 3.533 -2.298 0.878 -0.05 -0.04 -0.10 0.437
H 2.977 -1.980 -0.783 0.02 -0.01 0.04 0.318
H 1.111 -0.597 -1.098 0.01 0.03 0.03 0.361
H 1.273 0.612 0.191 -0.10 -0.01 -0.14 0.527
H -1.096 0.220 -0.317 0.07 -0.07 0.09 0.560
S -2.487 -3.524 -1.502 -0.20 -0.41 -0.30 -0.397
H -3.858 -1.301 -1.439 0.15 -0.06 0.17 0.421
C -4.813 0.405 0.134 -0.29 0.26 0.08 0.431
C -5.612 0.727 1.229 0.16 -0.09 -0.13 -0.368
C -6.745 1.500 1.073 -0.05 0.05 -0.08 -0.657
C -7.077 1.968 -0.190 0.28 -0.17 -0.02 0.414
C -6.280 1.676 -1.288 -0.17 0.08 0.02 -0.909
C -5.153 0.893 -1.125 0.06 -0.10 0.20 -0.271
H -4.528 0.692 -1.983 0.05 -0.02 -0.07 0.474
H -6.543 2.060 -2.261 -0.04 0.05 -0.07 0.414
Cl -8.489 2.935 -0.399 -0.16 0.11 -0.02 -0.205
H -7.368 1.741 1.920 -0.07 0.03 0.06 0.412
H -5.326 0.357 2.202 0.02 -0.02 0.08 0.447
```
Forces are in eV/Å.

The value obtained for the energy above the lowest of the compared OMol25 structures with the same formula, charge and spin is 41.86 kcal/mol. As for the largest force on an atom: 1.26 eV/Å. Its charge is 0. Its SMILES is O=C(NC(=S)N1CCN(Cc2ccc3c(c2)OCO3)CC1)c1ccc(Cl)cc1.

=====

No. 2
C47H43AuN2O6P2S as an isolated structure, computed with the ωB97M-V functional and the def2-TZVPD basis.

Geometry as XYZ:
```
102
Properties=species:S:1:pos:R:3:forces:R:3:mulliken_charge:R:1
Au -0.681 -0.824 0.001 -0.20 -0.32 -0.02 0.377
O 0.311 1.100 -2.399 -0.10 -0.11 -0.02 -0.568
N -0.980 1.253 -1.989 0.00 0.29 -0.22 0.760
C -1.853 1.138 -2.900 -0.03 0.05 0.08 -1.206
C -3.265 1.254 -2.498 0.25 0.05 -0.09 0.746
C -4.186 1.677 -3.454 -0.06 0.04 -0.05 -0.790
C -5.520 1.854 -3.134 0.04 -0.02 0.04 -0.655
C -5.958 1.581 -1.845 0.02 -0.01 -0.02 -0.819
C -5.056 1.125 -0.898 -0.06 -0.04 -0.06 -0.627
C -3.704 0.966 -1.200 0.18 -0.20 0.03 0.475
P -2.646 0.270 0.133 -0.35 -0.21 0.65 1.158
C -3.773 -1.020 0.808 0.00 0.09 -0.08 0.423
C -4.363 -0.962 2.063 -0.05 0.07 0.00 -0.109
C -5.158 -2.011 2.511 0.01 0.01 0.02 -0.716
C -5.365 -3.121 1.708 0.00 -0.01 -0.01 -0.458
C -4.770 -3.189 0.453 0.01 0.01 0.03 -0.638
C -3.974 -2.148 0.008 0.00 0.04 0.03 -0.771
C -2.624 1.527 1.459 0.20 0.03 -0.09 0.968
C -1.743 1.296 2.519 -0.02 -0.02 -0.03 -0.458
C -1.715 2.143 3.615 0.00 0.03 0.02 -0.736
C -2.569 3.237 3.668 0.01 -0.03 -0.01 -0.655
C -3.434 3.483 2.613 0.04 0.04 -0.04 -0.813
C -3.453 2.642 1.507 -0.07 -0.02 -0.03 -0.440
H 0.792 1.206 -1.546 0.11 0.35 -0.03 0.197
H -1.590 0.977 -3.945 0.01 -0.05 0.02 0.417
H -3.834 1.881 -4.458 -0.02 -0.01 0.01 0.452
H -6.219 2.197 -3.887 0.01 -0.01 0.00 0.418
H -7.002 1.697 -1.584 0.01 0.01 0.00 0.430
H -5.419 0.861 0.088 0.00 0.00 0.02 0.522
H -4.205 -0.098 2.698 -0.01 -0.02 0.01 0.390
H -5.611 -1.960 3.493 0.00 0.01 -0.01 0.412
H -5.980 -3.939 2.062 0.01 0.01 -0.01 0.378
H -4.911 -4.063 -0.170 -0.01 0.01 -0.01 0.406
H -3.487 -2.216 -0.959 0.00 -0.02 0.00 0.390
H -1.078 0.440 2.481 0.02 0.03 -0.02 0.195
H -1.021 1.954 4.424 -0.01 0.00 -0.02 0.438
H -2.552 3.898 4.525 0.00 0.00 0.00 0.378
H -4.095 4.340 2.642 0.00 0.02 -0.01 0.410
H -4.122 2.866 0.687 0.01 -0.01 -0.01 0.453
C 7.183 -5.989 0.524 -0.03 0.06 -0.03 -1.463
C 6.620 -4.604 0.343 0.05 -0.05 -0.04 0.999
C 5.748 -4.058 1.279 -0.02 0.01 0.02 -0.670
C 5.214 -2.792 1.103 -0.01 0.00 0.02 -0.589
C 5.562 -2.060 -0.022 0.03 -0.04 -0.04 -0.298
C 6.443 -2.577 -0.965 -0.07 0.04 0.10 -0.263
C 6.962 -3.847 -0.778 -0.02 -0.02 0.01 -0.883
S 4.860 -0.455 -0.255 0.04 0.09 -0.06 1.675
O 4.554 0.097 1.038 -0.04 0.07 -0.09 -0.692
O 5.750 0.246 -1.140 -0.04 -0.08 -0.08 -0.732
N 3.421 -0.649 -1.001 -0.14 -0.15 0.24 0.127
C 3.200 -1.688 -2.020 0.12 0.19 -0.05 -0.981
C 2.582 -2.975 -1.463 0.10 0.04 0.05 0.017
C 1.151 -2.724 -1.032 0.09 -0.15 0.23 0.416
O 0.210 -3.206 -1.636 -0.08 0.16 -0.01 -0.652
O 1.070 -1.932 0.011 -0.06 0.28 -0.30 -0.876
H 7.030 -6.350 1.540 0.00 0.01 -0.01 0.347
H 8.252 -6.008 0.308 0.00 -0.01 0.01 0.377
H 6.699 -6.691 -0.159 0.01 0.00 0.01 0.295
H 5.486 -4.632 2.160 0.00 0.01 0.00 0.320
H 4.539 -2.361 1.833 0.01 -0.02 -0.02 0.432
H 6.723 -1.969 -1.815 0.01 -0.03 0.00 0.518
H 7.648 -4.258 -1.509 0.00 0.01 0.01 0.378
H 2.670 -0.620 -0.311 -0.01 -0.10 -0.03 0.176
H 4.151 -1.911 -2.503 0.04 0.04 0.01 0.376
H 2.546 -1.266 -2.784 0.02 0.01 -0.02 0.503
H 3.173 -3.314 -0.611 -0.03 -0.08 -0.03 0.061
H 2.575 -3.744 -2.233 0.05 -0.01 -0.03 0.393
O 1.090 1.955 0.008 0.06 0.02 0.01 -0.313
P 1.343 3.394 0.326 0.06 -0.03 0.05 1.432
C 2.745 4.065 -0.581 0.02 -0.03 -0.03 0.401
C 3.795 3.188 -0.846 0.01 0.02 -0.03 -0.674
C 4.918 3.635 -1.525 -0.01 -0.01 -0.03 -0.470
C 4.996 4.960 -1.931 -0.02 0.01 0.00 -0.566
C 3.956 5.840 -1.661 0.01 0.00 0.00 -0.651
C 2.827 5.396 -0.990 0.05 -0.05 0.02 -0.377
C -0.025 4.513 -0.053 -0.08 -0.06 -0.05 0.597
C -0.732 5.215 0.916 0.03 -0.03 -0.02 -0.569
C -1.789 6.038 0.547 -0.02 -0.03 0.02 -0.693
C -2.161 6.140 -0.784 -0.01 -0.02 0.02 -0.583
C -1.463 5.433 -1.758 0.01 0.02 -0.02 -0.875
C -0.394 4.634 -1.396 0.00 -0.05 0.07 -0.460
C 1.741 3.583 2.074 0.00 -0.07 0.04 0.514
C 1.782 2.425 2.845 -0.04 0.04 0.00 -0.305
C 2.126 2.501 4.189 0.00 0.01 -0.02 -0.994
C 2.427 3.729 4.759 -0.02 -0.01 -0.01 -0.549
C 2.398 4.886 3.988 0.00 0.00 0.00 -0.838
C 2.064 4.813 2.646 0.03 -0.03 -0.01 -0.223
H 3.728 2.156 -0.529 -0.01 0.00 -0.01 0.002
H 5.717 2.938 -1.742 0.01 -0.02 0.04 0.535
H 5.870 5.310 -2.467 0.00 0.00 0.01 0.392
H 4.021 6.872 -1.982 0.00 -0.01 0.00 0.403
H 2.010 6.080 -0.793 -0.01 0.00 -0.01 0.409
H -0.459 5.124 1.960 -0.04 -0.02 0.00 0.402
H -2.327 6.595 1.304 -0.01 -0.02 0.01 0.453
H -2.999 6.766 -1.064 0.03 0.02 -0.01 0.387
H -1.748 5.516 -2.799 0.00 -0.01 0.02 0.439
H 0.165 4.101 -2.156 -0.03 -0.06 -0.01 0.491
H 1.551 1.477 2.375 0.03 0.01 0.02 0.420
H 2.169 1.600 4.786 0.00 0.00 -0.01 0.495
H 2.694 3.788 5.807 0.01 0.00 -0.01 0.415
H 2.648 5.840 4.433 -0.01 0.00 -0.01 0.414
H 2.063 5.712 2.039 0.01 0.00 0.01 0.490
```
Forces are in eV/Å.

The value obtained for the energy above the lowest of the compared OMol25 structures with the same formula, charge and spin is 0.00 kcal/mol. As for the largest force on an atom: 0.77 eV/Å. Its charge is 0.

=====

Number 1: calculated total energy -55035.135 eV, frontier orbital gap 8.13 eV, E_HOMO -0.2976 hartree. Number 2: calculated total energy -97809.084 eV, frontier orbital gap 8.73 eV, E_HOMO -0.3094 hartree.